The following is a quantum chemistry calculation of a structure of composition C33H35BrEuN8O4SSi, from the OMol25 dataset.

The geometry in XYZ format:
```
84
C33H35BrEuN8O4SSi, DFT the ωB97M-V functional and the def2-TZVPD basis
Eu -0.004 -0.503 -0.905
C 0.212 -4.333 0.574
C -1.151 -3.785 0.245
C -2.298 -4.492 0.536
C -3.527 -3.963 0.135
C -3.583 -2.737 -0.477
C -2.390 -2.008 -0.672
N -1.187 -2.583 -0.357
N -2.297 -0.743 -1.128
Si -3.334 0.058 -2.274
C -2.461 1.719 -2.537
C -5.113 0.401 -1.748
C -3.255 -0.958 -3.868
H 0.293 -5.378 0.275
H 0.402 -4.273 1.648
H 0.970 -3.755 0.052
H -2.244 -5.444 1.045
H -4.433 -4.529 0.308
H -4.522 -2.302 -0.791
H -1.973 2.027 -1.611
H -3.148 2.513 -2.835
H -1.700 1.630 -3.312
H -5.146 1.007 -0.840
H -5.682 -0.512 -1.562
H -5.627 0.954 -2.537
H -2.205 -1.178 -4.080
H -3.675 -0.439 -4.731
H -3.779 -1.911 -3.761
N 2.712 7.142 -3.218
C 2.397 5.896 -2.763
C 3.380 4.895 -2.679
C 3.069 3.646 -2.196
C 1.771 3.385 -1.773
C 0.778 4.356 -1.848
C 1.091 5.604 -2.335
S 1.330 1.778 -1.275
O 2.441 1.017 -0.728
O 0.195 1.821 -0.342
N 0.724 0.926 -2.500
C 1.497 0.032 -3.167
N 2.617 0.393 -3.796
C 3.204 -0.521 -4.552
C 2.704 -1.811 -4.697
C 1.611 -2.131 -3.920
N 1.017 -1.242 -3.122
H 3.589 7.289 -3.682
H 1.972 7.784 -3.434
H 4.388 5.116 -3.008
H 3.816 2.866 -2.136
H -0.225 4.122 -1.514
H 0.328 6.370 -2.396
H 4.106 -0.200 -5.061
H 3.161 -2.534 -5.354
H 1.197 -3.133 -3.907
C 3.397 -1.948 -0.822
O 2.224 -1.632 -0.061
C 2.428 -1.422 1.273
C 3.622 -1.690 1.907
C 3.702 -1.485 3.292
Br 5.342 -1.846 4.137
C 2.633 -1.052 4.056
C 1.396 -0.776 3.447
C 1.286 -0.918 1.985
O 0.214 -0.619 1.349
C 0.295 -0.382 4.247
N -0.957 -0.054 3.820
C -1.762 0.264 4.899
C -3.088 0.660 4.986
C -3.589 0.913 6.252
C -2.797 0.773 7.393
C -1.471 0.378 7.311
C -0.968 0.128 6.045
N 0.290 -0.270 5.610
H 3.846 -2.875 -0.465
H 4.112 -1.127 -0.765
H 3.078 -2.083 -1.848
H 4.494 -2.048 1.384
H 2.761 -0.927 5.121
H -1.175 -0.080 2.838
H -3.697 0.763 4.098
H -4.618 1.227 6.361
H -3.226 0.978 8.364
H -0.853 0.268 8.191
H 1.069 -0.463 6.209
```

Output
Charge: +1
Multiplicity: 7
Relative energy (zero: lowest compared OMol25 entry of this formula, charge and spin): 0.00 kJ/mol
HOMO-LUMO gap (alpha / beta): 6.89 / 6.91 eV
Total energy: -162984.1958 eV
Expectation value of S²: 12.012


The following is a quantum chemistry calculation of a structure of composition C3H3FeO2, from the OMol25 dataset.

The geometry in XYZ format:
```
9
C3H3FeO2, DFT the ωB97M-V functional and the def2-TZVPD basis
O 0.532 -1.197 -0.303
Fe 2.966 1.874 0.607
O 1.783 0.520 0.318
C 1.216 -0.140 -0.525
C -0.869 -0.981 -0.246
C -1.274 0.208 0.232
H -1.381 -1.625 -0.958
H -0.942 0.585 1.201
H -2.032 0.756 -0.327
```

Output
Charge: +3
Multiplicity: 7
Relative energy (zero: lowest compared OMol25 entry of this formula, charge and spin): 209.47 kJ/mol
HOMO-LUMO gap (alpha / beta): 9.34 / 10.25 eV
Total energy: -41597.4018 eV
Expectation value of S²: 12.010


The following is a quantum chemistry calculation of the ion C4H9NO with charge -1, from the OMol25 dataset.

The geometry in XYZ format:
```
15
C4H9NO, DFT the ωB97M-V functional and the def2-TZVPD basis
C -1.610 -0.469 -0.458
C -0.444 0.343 0.057
C 0.830 -0.141 -0.613
C 2.109 0.462 -0.085
O 3.246 -0.060 -0.354
N -0.322 0.306 1.512
H -1.561 -0.544 -1.539
H -2.618 -0.083 -0.218
H -1.520 -1.490 -0.087
H -0.565 1.395 -0.192
H 0.708 0.111 -1.702
H 0.970 -1.220 -0.511
H 2.077 1.439 0.425
H -0.093 -0.632 1.821
H -1.208 0.585 1.944
```

Output
Charge: -1
Multiplicity: 2
Relative energy (zero: lowest compared OMol25 entry of this formula, charge and spin): 0.13 kJ/mol
HOMO-LUMO gap (alpha / beta): 3.23 / 6.79 eV
Total energy: -7829.9438 eV
Expectation value of S²: 0.754


The following is a quantum chemistry calculation of a structure of composition C49H43NO4P3SSe3TaTe, from the OMol25 dataset.

The geometry in XYZ format:
```
106
C49H43NO4P3SSe3TaTe, DFT the ωB97M-V functional and the def2-TZVPD basis
Ta -0.860 0.835 2.713
O -1.563 -1.166 2.535
S -1.326 -1.350 0.993
C -0.379 -2.819 0.831
C -0.875 -3.989 0.277
C -0.003 -5.052 0.103
C 1.329 -4.930 0.481
C 1.801 -3.753 1.046
C 0.950 -2.670 1.218
P 1.514 -1.118 2.026
C 2.766 -0.507 0.857
C 3.791 0.340 1.270
C 4.722 0.818 0.359
C 4.625 0.476 -0.981
C 3.587 -0.341 -1.409
C 2.662 -0.830 -0.499
C 2.383 -1.883 3.432
C 3.764 -1.889 3.610
C 4.322 -2.581 4.678
C 3.512 -3.281 5.558
C 2.136 -3.299 5.370
C 1.573 -2.601 4.316
C -2.891 -1.709 0.272
C -3.925 -2.188 1.061
C -5.162 -2.383 0.469
C -5.335 -2.096 -0.880
C -4.281 -1.624 -1.650
C -3.022 -1.430 -1.088
P -1.529 -0.854 -1.990
C -1.009 -2.363 -2.877
C 0.336 -2.416 -3.251
C 0.840 -3.518 -3.926
C 0.009 -4.592 -4.215
C -1.326 -4.553 -3.838
C -1.835 -3.443 -3.177
C -2.255 0.199 -3.293
C -1.872 0.085 -4.627
C -2.351 0.983 -5.571
C -3.217 2.000 -5.194
C -3.605 2.117 -3.866
C -3.119 1.228 -2.920
H -1.913 -4.063 -0.020
H -0.363 -5.977 -0.327
H 2.005 -5.762 0.341
H 2.837 -3.679 1.356
H 3.880 0.615 2.314
H 5.532 1.451 0.699
H 5.360 0.838 -1.688
H 3.503 -0.612 -2.454
H 1.866 -1.473 -0.854
H 4.418 -1.385 2.915
H 5.396 -2.580 4.812
H 3.952 -3.821 6.385
H 1.502 -3.859 6.044
H 0.499 -2.627 4.167
H -3.766 -2.378 2.115
H -5.992 -2.749 1.057
H -6.305 -2.247 -1.337
H -4.430 -1.410 -2.701
H 0.985 -1.577 -3.019
H 1.879 -3.544 -4.228
H 0.401 -5.455 -4.736
H -1.978 -5.385 -4.069
H -2.881 -3.421 -2.904
H -1.209 -0.711 -4.940
H -2.054 0.880 -6.606
H -3.597 2.691 -5.934
H -4.291 2.899 -3.566
H -3.437 1.326 -1.887
Se 0.235 0.287 4.996
Se -1.641 0.160 6.380
Te -3.080 1.023 4.503
Se -1.798 2.998 3.838
O -4.128 2.476 1.366
C -3.027 2.157 1.030
O -2.409 1.050 1.498
C -2.188 2.881 0.011
C -2.731 3.979 -0.684
C -1.973 4.556 -1.661
C -0.689 4.036 -1.946
C 0.147 4.560 -2.962
C 1.379 4.020 -3.187
C 1.838 2.931 -2.409
C 1.058 2.403 -1.420
C -0.226 2.945 -1.170
N -0.987 2.392 -0.189
H -3.725 4.324 -0.439
H -2.345 5.397 -2.233
H -0.210 5.391 -3.558
H 2.012 4.420 -3.968
H 2.813 2.507 -2.611
H 1.381 1.553 -0.831
C 2.965 3.461 1.682
P 1.415 3.370 2.562
C 0.445 4.728 1.917
C 1.780 3.615 4.290
O 0.748 1.982 2.305
H 3.249 4.512 1.611
H 2.844 3.056 0.678
H 3.746 2.919 2.209
H 0.961 5.651 2.189
H -0.570 4.767 2.299
H 0.415 4.644 0.830
H 2.373 4.530 4.365
H 2.368 2.775 4.659
H 0.878 3.708 4.890
```

Output
Charge: +2
Relative energy (zero: lowest compared OMol25 entry of this formula, charge and spin): 13.00 kJ/mol
HOMO-LUMO gap: 6.48 eV
Total energy: -304769.8989 eV